(1)
# CH2N4P

An isolated ion of composition CH2N4P and charge -1 (ωB97M-V/def2-TZVPD, the OMol25 dataset).

Geometry as XYZ:
```
8
Properties=species:S:1:pos:R:3:forces:R:3
P 1.83715 0.15474 0.77806 -2.39 -2.88 -0.58
N -0.88632 -1.29013 0.46310 1.45 1.59 0.14
N -1.86422 0.12119 -0.84459 -0.12 0.74 -1.28
N -0.65831 0.63353 -0.63367 0.44 1.13 0.66
N -1.97183 -1.00173 -0.24296 -0.74 -1.46 0.90
C -0.08735 -0.17837 0.23882 1.37 -2.11 0.08
H 1.34119 1.37546 0.80522 -0.04 2.79 0.04
H 2.28970 0.18530 -0.56398 0.01 0.22 0.03
```
Positions in Å, forces in eV/Å.

The value obtained for the energy above the lowest of the compared OMol25 structures with the same formula, charge and spin is 52.2 kJ/mol. For the calculated total energy, the calculation gives -599.66470 Ha. The calculation puts the molecular weight at 101.03 g/mol. As for the total charge: -1. The HOMO energy comes out at -4.839 eV.

Löwdin charges, unit e, in atom order: P 0.7090; N -0.1063; N -0.1892; N -0.1247; N -0.2074; C -0.6954; H -0.2212; H -0.1648

---

(2)
# CH2N4P

An isolated ion of composition CH2N4P and charge -1 (ωB97M-V/def2-TZVPD, the OMol25 dataset).

Geometry as XYZ:
```
8
Properties=species:S:1:pos:R:3:forces:R:3
P -1.18347 -1.34691 -0.25882 -0.75 2.04 -2.03
N 0.97023 1.83283 -0.68388 2.47 2.09 0.90
N 0.02595 1.08986 -1.11208 -1.71 -1.22 -0.40
N 1.52447 1.35481 0.42838 -0.59 -0.77 -0.34
N 0.89653 0.19861 0.75113 -0.51 1.34 -1.20
C -0.04838 0.10817 -0.22137 -0.02 -1.87 1.19
H -1.93577 -1.06974 0.88014 0.02 -0.17 0.66
H -0.24956 -2.16765 0.21650 1.09 -1.43 1.21
```
Positions in Å, forces in eV/Å.

The value obtained for the energy above the lowest of the compared OMol25 structures with the same formula, charge and spin is 1.9 kJ/mol. For the calculated total energy, the calculation gives -599.68386 Ha. The calculation puts the molecular weight at 101.03 g/mol. As for the total charge: -1. The HOMO energy comes out at -4.724 eV.

Löwdin charges, unit e, in atom order: P 0.7316; N -0.2000; N -0.1137; N -0.1608; N -0.0950; C -0.8100; H -0.1631; H -0.1890

---

(3)
# CH2N4S2

One molecule with the formula CH2N4S2 (ωB97M-V/def2-TZVPD, the OMol25 dataset).

Geometry as XYZ:
```
9
Properties=species:S:1:pos:R:3:forces:R:3
S -1.55231 -1.38528 -0.15027 -0.07 -0.26 -0.02
S 1.87815 -1.28047 -0.23119 -0.90 0.75 0.46
N 0.73054 0.02294 -0.15596 1.56 0.67 0.07
N 0.12640 2.08480 -0.11782 0.35 -1.35 -0.51
N -0.98078 1.31731 -0.19397 -1.29 -0.26 0.65
N 1.15577 1.34142 -0.13141 0.89 -0.11 0.18
C -0.59937 0.05855 -0.15052 -0.45 0.46 -0.54
H -2.69956 -0.72944 0.01839 -0.16 0.15 0.00
H 1.94115 -1.42983 1.11275 0.08 -0.05 -0.29
```
Positions in Å, forces in eV/Å.

The value obtained for the energy above the lowest of the compared OMol25 structures with the same formula, charge and spin is 7.9 kJ/mol. For the calculated total energy, the calculation gives -1054.63677 Ha. The SMILES is Sc1nnnn1S. The calculation puts the molecular weight at 134.19 g/mol. As for the total charge: 0. The HOMO energy comes out at -9.844 eV.

Löwdin population analysis, charges in e, atoms 1 to 8: S 0.8179; S 0.8166; N -0.5140; N -0.0363; N 0.0013; N -0.0201; C -0.8357; H -0.1150

---

| no. | frontier orbital gap (Eh) |
| --- | --- |
| 1 | 0.3378 |
| 2 | 0.3391 |
| 3 | 0.3683 |